No. 1
DFT (the ωB97M-V functional and the def2-TZVPD basis) results for 4 unconnected molecules or ions with the total composition C31H59F9N3O3S.

Output
molar mass	724.9	g mol⁻¹
largest force on an atom	6.89	eV Å⁻¹
total energy	-2903.02947	a.u.
HOMO-LUMO gap	7.31	eV
highest occupied orbital energy	-0.439	Ha
LUMO level	-4.63	eV

```
! RIJCOSX wB97M-V def2-TZVPD def2/J DEFGRID3
* xyz 1 1
C 5.11860 -0.51268 -2.51454
C 4.65553 -0.83529 -1.44097
N 4.06409 -0.82374 -0.11727
O 4.89839 -0.54579 0.90540
C 5.14849 -1.71245 1.75679
C 5.61530 -3.01452 0.99154
C 5.04864 -4.25559 1.85603
C 7.23023 -3.10857 0.79551
C 7.82663 -4.41185 1.50105
C 7.50788 -3.19840 -0.79082
C 2.76708 -1.05341 -0.00690
N 2.12873 -1.01313 1.24940
N 2.03554 -1.29236 -1.23742
S 0.84389 -0.09733 -1.55326
O 1.28213 1.14075 -0.90390
O 0.84421 0.10413 -3.00380
C -0.90609 -0.60090 -1.09726
F -1.72046 0.29591 -1.79777
F -1.20083 -0.35477 0.25386
C -1.34838 -2.05024 -1.58164
F -0.97543 -2.24939 -2.91098
F -2.75324 -2.04283 -1.59741
C -0.83531 -3.26909 -0.70104
F -0.04445 -2.92427 0.39056
F -0.05664 -4.08910 -1.54318
C -2.01512 -4.23495 -0.18275
F -2.69370 -4.83275 -1.21845
F -1.35082 -5.27791 0.48246
F -2.82194 -3.63633 0.75022
H 5.82074 -0.16056 -3.31973
H 4.25356 -1.89556 2.43496
H 5.99207 -1.40895 2.45889
H 5.17792 -3.14798 -0.04038
H 3.92605 -4.05744 1.94100
H 5.17974 -5.24148 1.33392
H 5.45266 -4.22616 2.90911
H 7.73263 -2.16103 1.15666
H 8.94976 -4.39898 1.36120
H 7.65059 -4.42129 2.62100
H 7.41003 -5.33844 1.00783
H 8.50168 -3.72968 -0.91320
H 7.49494 -2.16218 -1.23685
H 6.73350 -3.83424 -1.32053
H 1.14225 -0.73893 1.15101
H 2.62787 -0.41829 1.92152
H 1.69436 -2.25968 -1.32972
C -0.57634 3.50218 -0.01622
C -1.00167 3.29488 1.43179
C -2.36473 2.61437 1.56795
C -3.54365 3.39740 0.98368
C -3.73873 4.80047 1.55956
C -4.04555 4.79983 3.05163
H -1.26875 4.15688 -0.55053
H 0.41210 3.96619 -0.05805
H -0.52510 2.55154 -0.54683
H -0.99899 4.25383 1.95778
H -0.25042 2.67067 1.92948
H -2.55140 2.40975 2.62728
H -2.32413 1.63534 1.07805
H -4.45929 2.81686 1.14783
H -3.42965 3.47456 -0.10251
H -4.57062 5.27860 1.03248
H -2.85767 5.41997 1.36534
H -4.95220 4.22629 3.26121
H -4.20216 5.82161 3.40437
H -3.22534 4.37220 3.63307
C 4.62036 -6.09077 -2.48184
C 4.38459 -5.07612 -3.59367
C 2.92395 -4.99096 -4.02923
C 2.34305 -6.27643 -4.62440
C 3.08798 -6.81943 -5.84448
C 3.07200 -5.86486 -7.03168
H 4.36890 -7.10497 -2.79919
H 5.67350 -6.09044 -2.18844
H 4.02202 -5.84798 -1.59849
H 5.02840 -5.30992 -4.44626
H 4.69574 -4.08711 -3.23712
H 2.81876 -4.17526 -4.75206
H 2.31244 -4.70372 -3.16370
H 1.29916 -6.08778 -4.90181
H 2.31152 -7.05466 -3.85502
H 2.61771 -7.76015 -6.14679
H 4.12212 -7.06494 -5.58366
H 2.04662 -5.64544 -7.33976
H 3.59225 -6.31074 -7.88180
H 3.57064 -4.92106 -6.79869
C -8.58214 7.14160 0.86970
C -8.03749 8.23025 1.78482
C -7.03397 7.70560 2.81221
C -7.59406 6.68432 3.80634
C -8.78979 7.16684 4.62850
C -8.46303 8.35653 5.52208
H -9.12990 6.37927 1.42907
H -9.27205 7.57054 0.13905
H -7.77254 6.65124 0.32271
H -8.86603 8.74062 2.28479
H -7.53999 8.98610 1.16880
H -6.61435 8.55570 3.35977
H -6.19054 7.24619 2.28289
H -6.78870 6.39142 4.49107
H -7.87884 5.77179 3.27221
H -9.13271 6.34044 5.25944
H -9.62860 7.41883 3.97255
H -7.65894 8.10881 6.21989
H -9.34068 8.64316 6.10553
H -8.15633 9.22779 4.93909
*
```

=====

No. 2
DFT (the ωB97M-V functional and the def2-TZVPD basis) results for a molecular structure, CHBrINO2.

Output
molar mass	265.8	g mol⁻¹
energy above the lowest of the compared OMol25 structures with the same formula, charge and spin	227.6	kJ/mol
largest force on an atom	1.51	eV Å⁻¹
total energy	-3115.43682	a.u.
HOMO-LUMO gap (spin up / spin down)	8.29 / 6.95	eV
highest occupied orbital energy (spin up / spin down)	-0.354 / -0.325	Ha
LUMO level (spin up / spin down)	-1.36 / -1.89	eV

```
! RIJCOSX wB97M-V def2-TZVPD def2/J DEFGRID3
* xyz 0 1
C -1.97494 -0.06880 0.71309
N 2.03367 -0.20223 -0.43487
O 2.35667 -1.24732 -0.93653
O 2.32731 0.94375 -0.67248
Br -2.45295 1.64879 0.25991
I -0.04447 -0.38210 1.22086
H -2.24528 -0.69208 -0.14998
*
```

=====

No. 3
DFT (the ωB97M-V functional and the def2-TZVPD basis) results for C2H3N3O in the gas phase.

Output
SMILES	Oc1nc[nH]n1
molar mass	85.1	g mol⁻¹
energy above the lowest of the compared OMol25 structures with the same formula, charge and spin	142.8	kJ/mol
largest force on an atom	2.22	eV Å⁻¹
total energy	-317.47794	a.u.
HOMO-LUMO gap	10.81	eV
highest occupied orbital energy	-0.367	Ha
LUMO level	0.83	eV

```
! RIJCOSX wB97M-V def2-TZVPD def2/J DEFGRID3
* xyz 0 1
O -1.67406 -0.32005 1.42709
C -0.55298 -0.23154 0.67553
N -0.85321 -0.27488 -0.64163
C 0.25414 0.04616 -1.23533
N 1.30024 0.17620 -0.43194
N 0.72227 -0.02253 0.99428
H -1.59572 -0.26243 2.38583
H 0.26344 0.27868 -2.28852
H 2.13589 0.61039 -0.88532
*
```

=====

No. 4
DFT (the ωB97M-V functional and the def2-TZVPD basis) results for a molecular structure, C34H38BrFN5ReS.

Output
molar mass	833.9	g mol⁻¹
energy above the lowest of the compared OMol25 structures with the same formula, charge and spin	272.1	kJ/mol
largest force on an atom	0.64	eV Å⁻¹
total energy	-4741.54295	a.u.
HOMO-LUMO gap (spin up / spin down)	6.61 / 4.83	eV
highest occupied orbital energy (spin up / spin down)	-0.593 / -0.593	Ha
LUMO level (spin up / spin down)	-9.52 / -11.29	eV

```
! RIJCOSX wB97M-V def2-TZVPD def2/J DEFGRID3
* xyz 3 2
Re 0.50920 -0.53027 0.33855
Br -4.36384 -0.33696 6.06787
C -2.84963 -0.43562 4.97576
C -1.59277 -0.14095 5.50229
C -0.47334 -0.19701 4.69414
C -0.59774 -0.56615 3.35516
C -1.85772 -0.84980 2.82701
C -2.98195 -0.79068 3.63789
N 0.54544 -0.60990 2.49146
C 1.69644 -0.92741 2.98433
C 2.83680 -0.86951 2.10295
C 4.14186 -1.01222 2.53780
C 5.17495 -0.82547 1.62966
C 4.85432 -0.49846 0.32417
C 3.52448 -0.39825 -0.06011
N 2.52243 -0.59352 0.80630
H -1.49773 0.14795 6.53958
H 0.48578 0.08488 5.10737
H -1.96917 -1.16660 1.79751
H -3.95437 -1.04531 3.23903
H 1.81908 -1.22749 4.01980
H 4.33992 -1.25498 3.57279
H 6.20561 -0.92622 1.93930
H 5.62318 -0.33541 -0.41799
H 3.24900 -0.17966 -1.08250
C -1.07629 1.56628 -1.91416
C 0.42805 1.84640 -1.91260
C 0.99532 2.10905 -0.51754
C 1.31820 0.89591 -2.70242
C 2.20280 1.44585 -3.62204
C 3.06970 0.63983 -4.34509
C 3.06764 -0.72974 -4.14679
C 2.20891 -1.33633 -3.23228
C 2.33176 -2.83436 -3.01363
C 3.70808 -3.19304 -2.44313
C 2.07144 -3.60564 -4.31080
C 1.33150 -0.49483 -2.53098
N 0.48856 -1.02071 -1.49694
C -0.46563 -2.01077 -1.84685
C -0.98731 -2.23331 -3.11611
C -1.90059 -3.26261 -3.29584
C -2.29150 -4.07511 -2.23509
C -1.78964 -3.86500 -0.95287
C -0.91112 -2.82695 -0.82262
F -0.34545 -2.51931 0.44527
H -1.61711 2.48258 -1.67576
H -1.39196 0.81217 -1.18284
H -1.41276 1.23478 -2.89561
H 0.53241 2.80505 -2.42906
H 1.03907 1.24149 0.21959
H 0.42323 2.85509 0.03307
H 2.04328 2.40639 -0.55062
H 2.19923 2.51516 -3.78953
H 3.74372 1.08126 -5.06588
H 3.75492 -1.34655 -4.70990
H 1.59264 -3.15758 -2.27968
H 4.51181 -2.83903 -3.08831
H 3.80539 -4.27521 -2.36153
H 3.86028 -2.77227 -1.44675
H 2.88605 -3.46568 -5.02143
H 1.14853 -3.29184 -4.79808
H 2.00186 -4.67255 -4.10257
H -0.66767 -1.61459 -3.94428
H -2.30838 -3.44080 -4.28087
H -2.99162 -4.88157 -2.40021
H -2.06648 -4.48234 -0.10972
S -1.50105 2.14765 2.37169
C -2.84554 3.28092 2.39291
N -4.06928 2.82791 2.56803
C -5.22528 3.73627 2.70499
C -4.97213 4.96385 1.84797
C -3.65138 5.60169 2.23727
N -2.59420 4.56613 2.25328
H -4.21083 1.83249 2.64799
H -5.34123 3.99612 3.75873
H -6.10944 3.18980 2.38557
H -5.77682 5.68421 1.98396
H -4.95741 4.68102 0.79395
H -3.69743 6.05269 3.22954
H -3.34707 6.36537 1.52455
H -1.63195 4.86934 2.26192
*
```

=====

- What is the formula in the second record?
  CHBrINO2